# 1
Computed, not measured: C36H55BN9OS7Tl as an isolated structure, with ωB97M-V with the def2-TZVPD basis set.

ORCA input file:
```
! wB97M-V def2-TZVPD RIJCOSX def2/J DEFGRID3
* xyz 1 2
Tl 0.897 0.667 -0.991
C -1.460 1.943 4.290
C -2.289 0.817 3.754
C -3.425 0.421 4.363
C -4.157 -0.711 3.889
N -3.787 -1.341 2.819
N -2.667 -0.924 2.166
B -2.305 -1.774 0.941
N -1.034 -2.566 0.958
N -2.135 -3.307 1.221
C -2.121 -4.579 1.443
C -0.819 -5.174 1.457
C 0.310 -4.460 1.225
C 1.649 -5.112 1.238
C 0.243 -3.021 0.922
S 1.562 -2.121 0.524
C -3.392 -5.356 1.686
C -3.384 -5.809 3.153
C -4.614 -4.487 1.402
C -3.413 -6.579 0.760
N -3.009 -1.379 -0.365
N -4.320 -1.154 -0.104
C -5.112 -0.791 -1.059
C -4.606 -0.553 -2.372
C -3.306 -0.784 -2.656
C -2.730 -0.502 -4.006
C -2.449 -1.328 -1.615
S -0.913 -1.871 -1.952
C -6.576 -0.572 -0.677
C -7.104 -1.833 0.013
C -7.446 -0.281 -1.898
C -6.638 0.618 0.291
C -1.846 0.082 2.583
S -0.381 0.400 1.860
C -5.346 -1.280 4.669
C -5.842 -0.298 5.731
C -4.873 -2.566 5.361
C -6.500 -1.615 3.727
H -2.079 2.638 4.855
H -0.920 2.459 3.497
H -0.694 1.547 4.961
H -3.765 0.949 5.244
H -0.742 -6.235 1.652
H 1.568 -6.162 1.511
H 2.312 -4.595 1.932
H 2.114 -5.020 0.256
H -3.289 -4.957 3.826
H -2.560 -6.495 3.356
H -4.317 -6.326 3.381
H -4.622 -3.588 2.018
H -5.519 -5.061 1.603
H -4.638 -4.174 0.355
H -2.601 -7.274 0.974
H -3.343 -6.281 -0.287
H -4.352 -7.116 0.899
H -5.263 -0.183 -3.147
H -3.484 -0.056 -4.653
H -2.356 -1.419 -4.464
H -1.881 0.180 -3.907
H -7.126 -2.671 -0.687
H -8.120 -1.666 0.375
H -6.470 -2.109 0.850
H -7.380 -1.079 -2.640
H -7.183 0.662 -2.381
H -8.487 -0.207 -1.585
H -5.987 0.443 1.149
H -7.658 0.769 0.648
H -6.320 1.535 -0.213
H -5.110 -0.139 6.523
H -6.740 -0.706 6.197
H -6.105 0.670 5.298
H -3.981 -2.386 5.965
H -4.639 -3.329 4.621
H -5.656 -2.950 6.018
H -6.913 -0.712 3.272
H -7.299 -2.110 4.282
H -6.167 -2.277 2.932
S 4.009 1.160 -1.047
S 4.369 0.555 0.775
S 3.145 1.642 2.078
S 2.152 2.953 0.987
O -0.178 1.965 -3.427
N 0.590 1.669 -4.434
C 1.145 2.649 -5.176
C 1.973 2.348 -6.233
C 2.251 1.024 -6.539
C 1.687 0.036 -5.751
C 0.863 0.376 -4.699
H 0.888 3.649 -4.865
H 2.404 3.160 -6.800
H 2.899 0.771 -7.365
H 1.880 -1.011 -5.935
H 0.401 -0.335 -4.027
N -3.367 4.513 0.053
C -3.737 3.446 -0.946
C -2.762 2.287 -0.770
N -1.378 2.686 -0.888
C -1.033 3.791 -0.018
C -1.952 4.993 -0.176
H -3.401 4.096 0.988
H -4.034 5.285 0.038
H -3.637 3.898 -1.932
H -4.774 3.164 -0.773
H -2.993 1.524 -1.511
H -2.912 1.838 0.222
H -1.098 2.841 -1.854
H -0.007 4.100 -0.195
H -1.067 3.437 1.020
H -1.923 5.404 -1.185
H -1.740 5.778 0.548
*
```

Results
LUMO (spin up / spin down) ... -2.796 / -2.798 eV

***

# 2
Computed, not measured: C36H55MnN4OP2Se as an isolated structure at a distorted geometry, with ωB97M-V with the def2-TZVPD basis set.

ORCA input file:
```
! wB97M-V def2-TZVPD RIJCOSX def2/J DEFGRID3
* xyz 1 6
C -1.432 -1.537 -2.342
C 0.584 -2.475 -1.564
C -1.566 -2.526 -3.310
C 0.375 -3.605 -2.407
C -0.686 -3.610 -3.299
H -2.382 -2.443 -4.026
H 1.099 -4.411 -2.340
H -0.836 -4.445 -3.979
N -0.416 -1.541 -1.464
P -2.493 0.015 -0.392
P 2.319 -0.713 -0.173
C -2.424 -0.394 -2.201
H -2.061 0.484 -2.755
H -3.398 -0.652 -2.632
C 0.522 1.375 1.081
O 0.978 2.346 1.567
C 1.802 -2.239 -0.891
H 2.531 -3.046 -0.949
C 3.486 -0.029 -1.566
C 3.436 -1.211 1.321
C -3.298 1.731 -0.296
C -3.677 -1.365 0.207
C 3.582 1.490 -1.354
H 4.049 1.739 -0.391
H 4.205 1.924 -2.152
H 2.599 1.973 -1.393
C 4.884 -0.658 -1.582
H 5.482 -0.450 -0.690
H 4.829 -1.742 -1.750
H 5.431 -0.231 -2.439
C 2.880 -0.370 -2.934
H 3.425 0.165 -3.728
H 2.951 -1.447 -3.139
H 1.831 -0.081 -3.000
C 4.200 0.050 1.755
H 3.521 0.905 1.895
H 4.688 -0.151 2.720
H 4.984 0.341 1.046
C 2.553 -1.671 2.485
H 1.918 -0.856 2.851
H 1.910 -2.512 2.196
H 3.173 -2.001 3.336
C 4.384 -2.382 1.038
H 5.138 -2.173 0.277
H 4.926 -2.592 1.973
H 3.839 -3.291 0.756
C -4.134 -1.031 1.633
H -4.680 -1.898 2.034
H -3.273 -0.855 2.297
H -4.814 -0.169 1.673
C -2.942 -2.717 0.212
H -2.617 -3.012 -0.795
H -2.065 -2.704 0.878
H -3.627 -3.487 0.595
C -4.905 -1.574 -0.698
H -5.539 -2.336 -0.217
H -5.517 -0.678 -0.826
H -4.628 -1.956 -1.689
C -2.529 2.711 -1.197
H -2.520 2.405 -2.250
H -3.017 3.696 -1.138
H -1.492 2.836 -0.864
C -3.164 2.228 1.153
H -2.108 2.327 1.449
H -3.628 3.223 1.221
H -3.660 1.573 1.880
C -4.767 1.681 -0.733
H -4.889 1.219 -1.723
H -5.409 1.163 -0.008
H -5.143 2.713 -0.809
Mn -0.106 0.031 0.110
N 0.222 1.088 -1.429
C 0.419 1.506 -2.516
C 0.548 2.282 -3.690
C 0.350 3.678 -3.596
C 0.851 1.711 -4.956
C 0.481 4.489 -4.722
H 0.084 4.103 -2.624
C 1.003 2.537 -6.072
H 0.946 0.625 -5.049
C 0.820 3.921 -5.957
H 0.313 5.563 -4.634
H 1.257 2.097 -7.041
H 0.935 4.558 -6.831
C -1.114 1.352 4.339
N -0.700 0.036 4.777
C -0.472 -0.300 6.101
C -0.140 -1.611 6.129
N -0.169 -2.069 4.828
C 0.118 -3.442 4.468
C -0.492 -1.048 3.967
Se -0.676 -1.172 2.107
H -1.301 1.941 5.243
H -2.037 1.288 3.746
H -0.337 1.846 3.741
H -0.585 0.420 6.891
H 0.103 -2.263 6.952
H 1.178 -3.679 4.647
H -0.492 -4.118 5.086
H -0.117 -3.590 3.410
*
```

Results
LUMO (spin up / spin down) ... -2.357 / -4.229 eV

***

# 3
Computed, not measured: C36H56MnO7P5Si as an isolated structure, with ωB97M-V with the def2-TZVPD basis set.

ORCA input file:
```
! wB97M-V def2-TZVPD RIJCOSX def2/J DEFGRID3
* xyz 1 4
Mn 0.977 -0.280 -0.402
C -0.563 1.838 -3.186
C -0.128 0.472 -3.714
C -0.908 0.111 -4.978
P -0.271 -0.853 -2.440
C 0.538 -2.310 -3.256
C 1.939 -2.496 -2.657
C -0.284 -3.611 -3.270
C -2.036 -1.110 -2.177
C -2.898 -1.774 -3.054
C -4.249 -1.842 -2.758
C -4.745 -1.246 -1.601
C -3.891 -0.569 -0.744
C -2.523 -0.488 -1.025
Si -1.319 0.475 0.045
C -1.723 -0.010 1.806
C -2.745 0.613 2.528
C -3.042 0.200 3.820
C -2.324 -0.839 4.405
C -1.319 -1.479 3.697
C -1.020 -1.061 2.401
P 0.155 -1.899 1.320
C 1.475 -2.699 2.324
C 1.005 -3.930 3.129
C 2.212 -1.738 3.264
C -0.820 -3.257 0.495
C 0.026 -4.506 0.203
C -2.133 -3.623 1.188
C -1.700 2.285 -0.222
C -2.864 2.708 -0.875
C -3.158 4.060 -0.982
C -2.286 5.003 -0.453
C -1.122 4.596 0.182
C -0.824 3.238 0.299
P 0.661 2.546 1.078
C 0.252 2.732 2.883
C 0.372 4.161 3.411
C 1.047 1.760 3.749
C 1.966 3.797 0.729
C 3.321 3.334 1.268
C 2.017 4.093 -0.774
H -0.440 2.581 -3.977
H 0.028 2.166 -2.333
H -1.619 1.827 -2.907
H 0.939 0.495 -3.938
H -1.985 0.159 -4.806
H -0.665 -0.873 -5.384
H -0.665 0.848 -5.746
H 0.672 -1.977 -4.285
H 1.912 -2.616 -1.575
H 2.594 -1.658 -2.875
H 2.400 -3.395 -3.070
H -0.934 -3.732 -2.407
H 0.398 -4.461 -3.295
H -0.915 -3.677 -4.156
H -2.529 -2.237 -3.959
H -4.919 -2.363 -3.430
H -5.802 -1.308 -1.372
H -4.292 -0.109 0.154
H -3.288 1.448 2.093
H -3.826 0.696 4.379
H -2.551 -1.153 5.416
H -0.778 -2.293 4.161
H 2.178 -3.022 1.551
H 0.904 -3.667 4.182
H 1.761 -4.713 3.065
H 0.061 -4.360 2.808
H 1.559 -1.446 4.087
H 2.592 -0.850 2.773
H 3.064 -2.271 3.692
H -1.091 -2.790 -0.451
H 0.154 -5.117 1.093
H 1.018 -4.284 -0.186
H -0.486 -5.121 -0.538
H -1.983 -3.999 2.201
H -2.620 -4.412 0.609
H -2.819 -2.775 1.243
H -3.544 1.983 -1.307
H -4.061 4.379 -1.490
H -2.505 6.060 -0.552
H -0.432 5.345 0.554
H -0.797 2.437 2.924
H 1.414 4.486 3.452
H -0.020 4.195 4.431
H -0.196 4.882 2.821
H 2.122 1.930 3.676
H 0.848 0.733 3.462
H 0.764 1.879 4.799
H 1.675 4.704 1.263
H 3.640 2.393 0.820
H 3.315 3.204 2.351
H 4.079 4.083 1.031
H 1.973 3.183 -1.370
H 2.952 4.590 -1.032
H 1.194 4.729 -1.098
O 3.819 -0.211 -3.207
P 3.416 0.931 -2.166
O 3.649 2.273 -2.684
O 1.961 0.547 -1.769
O 4.293 0.625 -0.850
P 4.056 -0.510 0.275
O 4.181 -1.902 -0.509
O 4.994 -0.359 1.380
O 2.543 -0.426 0.607
H 4.486 0.127 -3.820
H 5.088 -2.234 -0.470
*
```

Results
LUMO (spin up / spin down) ... -3.980 / -3.031 eV

***

# 4
Computed, not measured: C36H57KO8PSSi3 as an isolated structure, with ωB97M-V with the def2-TZVPD basis set.

ORCA input file:
```
! wB97M-V def2-TZVPD RIJCOSX def2/J DEFGRID3
* xyz -1 1
K -0.946 -0.883 0.092
C -3.877 0.379 0.945
C -3.814 1.151 -0.363
O -2.685 0.752 -1.113
C -2.205 1.760 -1.976
C -0.901 1.335 -2.637
O 0.071 0.802 -1.771
C 0.955 1.702 -1.116
C 0.301 2.614 -0.098
O -0.531 1.834 0.742
C -1.505 2.589 1.419
C -2.335 1.671 2.310
O -2.699 0.435 1.728
H -4.033 -0.680 0.740
H -4.733 0.768 1.515
H -3.776 2.229 -0.175
H -4.739 0.953 -0.922
H -2.079 2.692 -1.415
H -2.929 1.960 -2.781
H -0.513 2.208 -3.181
H -1.113 0.551 -3.367
H 1.494 2.310 -1.853
H 1.678 1.080 -0.587
H -0.294 3.400 -0.582
H 1.102 3.085 0.483
H -2.128 3.126 0.691
H -1.044 3.346 2.066
H -3.223 2.218 2.652
H -1.735 1.409 3.183
C 1.610 -2.677 1.852
O 1.685 -1.336 1.394
Si 3.165 -0.504 1.513
C 4.192 -1.446 2.802
C 4.033 -0.894 -0.124
C 2.951 1.237 1.881
Si 2.182 1.570 3.482
C 1.293 3.251 3.632
C 3.366 1.612 4.973
C 0.897 0.259 3.949
Si 4.229 2.365 1.298
C 4.242 2.695 -0.577
C 4.108 4.118 2.020
C 6.018 1.865 1.712
H 2.301 -3.330 1.305
H 0.604 -3.056 1.684
H 1.848 -2.748 2.917
H 4.385 -2.492 2.550
H 3.733 -1.413 3.794
H 5.155 -0.932 2.878
H 4.185 -1.976 -0.195
H 5.015 -0.421 -0.200
H 3.440 -0.584 -0.988
H 1.995 4.036 3.919
H 0.517 3.206 4.404
H 0.826 3.563 2.697
H 4.115 2.399 4.842
H 3.902 0.664 5.068
H 2.840 1.804 5.914
H 0.205 0.077 3.124
H 0.330 0.564 4.835
H 1.377 -0.696 4.178
H 3.398 3.338 -0.848
H 4.173 1.787 -1.176
H 5.158 3.222 -0.861
H 3.140 4.585 1.825
H 4.880 4.738 1.554
H 4.276 4.136 3.100
H 6.298 0.913 1.252
H 6.120 1.746 2.795
H 6.740 2.619 1.384
O -2.548 -4.861 0.736
S -2.145 -3.822 -0.183
O -2.980 -2.618 -0.142
O -0.721 -3.486 -0.137
C -2.457 -4.525 -1.822
C -3.301 -5.631 -1.845
C -3.665 -6.225 -3.042
C -3.180 -5.714 -4.236
C -2.329 -4.622 -4.216
C -1.948 -4.010 -3.019
P -0.764 -2.597 -3.019
C 0.829 -3.493 -3.166
C 1.106 -4.392 -4.198
C 2.320 -5.055 -4.248
C 3.273 -4.832 -3.260
C 3.004 -3.947 -2.229
C 1.787 -3.278 -2.181
C -0.996 -1.903 -4.701
C 0.083 -1.540 -5.505
C -0.116 -0.829 -6.683
C -1.395 -0.468 -7.077
C -2.478 -0.815 -6.278
C -2.279 -1.516 -5.100
H -3.660 -6.013 -0.901
H -4.325 -7.083 -3.039
H -3.455 -6.165 -5.182
H -1.956 -4.233 -5.155
H 0.365 -4.573 -4.967
H 2.524 -5.750 -5.054
H 4.222 -5.353 -3.294
H 3.743 -3.771 -1.458
H 1.575 -2.599 -1.363
H 1.088 -1.808 -5.207
H 0.737 -0.558 -7.293
H -1.549 0.083 -7.996
H -3.482 -0.533 -6.572
H -3.129 -1.770 -4.475
*
```

Results
LUMO ... 1.835 eV